67
Properties=species:S:1:pos:R:3:forces:R:3:mulliken_charge:R:1 method="wB97M-V/def2-TZVPD" spin_multiplicity=3 lumo_ev="-3.5967 / -8.3179" largest_force_ha_per_bohr=0.032 e_tot_ha=-2093.24501 relative_energy_kcal_mol=0.0 charge=+1 orbital_gap_ev="8.6 / 3.9" homo_ev="-12.2 / -12.2"
Ag 1.74332 1.67018 2.66723 0.5 0.4 0.6 0.36
Ag -1.44556 2.61115 0.16843 -0.1 0.4 -0.3 0.15
P -0.09230 0.26153 0.93086 0.8 -0.2 0.0 2.44
O -0.34368 1.57662 1.73259 -1.2 0.7 0.9 -1.30
O -0.28731 0.86317 -0.48631 0.7 -1.3 0.1 0.73
O -1.04428 -0.90387 1.21550 0.9 0.6 -0.9 0.67
O 1.35017 -0.08250 1.35103 -0.8 -0.7 -0.9 -1.31
C 0.55057 -2.60393 -1.40681 -0.8 -0.5 -0.3 0.23
O -0.69264 -2.59820 -0.77646 0.7 0.1 -0.3 -0.31
H 0.87560 -1.62355 -1.76876 0.1 0.2 0.4 -0.08
H 1.28943 -2.94239 -0.64381 0.3 0.1 0.1 -0.19
H 0.52616 -3.30126 -2.24045 0.0 -0.2 0.1 0.48
H -0.69886 -1.87451 -0.07854 -0.6 0.0 0.3 0.17
C 3.40825 3.72739 0.49592 0.0 -0.4 -0.8 -0.63
O 2.71667 2.49431 0.72397 0.1 0.2 0.8 -0.23
H 3.61521 4.24473 1.42784 -0.2 -0.2 0.2 0.27
H 4.35743 3.50165 0.00909 0.0 0.3 0.0 0.29
H 2.79385 4.36308 -0.14255 0.1 0.1 0.0 0.12
H 2.69962 1.92358 -0.06659 0.0 0.3 -0.2 0.23
C 4.41838 -0.97743 -0.12507 0.1 -0.3 -0.1 -0.70
O 3.12382 -1.56456 -0.10948 -0.3 0.1 -0.2 -0.44
H 4.80417 -0.90311 -1.14524 -0.2 0.0 0.0 0.27
H 4.39383 0.02940 0.29559 0.1 -0.1 0.1 0.19
H 5.11261 -1.62686 0.41216 0.0 0.3 0.2 0.29
H 2.53801 -1.03353 0.46246 0.3 -0.1 -0.1 0.28
C -1.66804 -0.30949 -3.54789 0.2 -0.6 0.1 -0.52
O -0.95535 0.82591 -3.11121 0.3 0.2 -0.2 -0.51
H -1.03786 -1.21063 -3.55564 0.0 0.0 0.1 0.18
H -2.53602 -0.52441 -2.91652 -0.1 0.1 -0.1 0.17
H -1.97512 -0.17681 -4.58293 -0.1 0.3 0.1 0.32
H -0.66380 0.70506 -2.19348 -0.5 -0.1 -0.3 0.28
C 2.64171 0.62379 -2.82988 -0.4 -0.3 -0.9 -0.78
O 2.08298 1.33208 -1.73403 0.0 0.3 0.5 -0.44
H 3.45367 1.18682 -3.28594 0.1 0.1 0.4 0.28
H 2.99505 -0.36691 -2.53868 0.1 0.1 0.1 0.20
H 1.89951 0.52390 -3.63094 -0.1 -0.1 0.2 0.29
H 1.31311 0.85711 -1.36555 0.3 0.1 -0.2 0.06
C -4.52238 0.82430 -0.03992 -0.5 -0.6 -0.4 -0.78
O -3.10615 0.92096 0.10069 -0.1 0.3 0.1 -0.28
H -4.88851 1.66266 -0.62717 0.2 0.2 0.1 0.33
H -4.76699 -0.08348 -0.59702 0.0 0.0 0.1 0.25
H -5.04866 0.76900 0.91348 0.2 0.2 0.1 0.27
H -2.75293 0.07940 0.41967 -0.1 0.0 0.1 0.02
C 0.26980 4.56583 -2.39529 0.2 0.4 -0.4 -0.77
O -0.10785 3.45694 -1.59322 0.1 -0.2 0.3 -0.37
H 0.36140 4.28380 -3.44680 -0.2 -0.1 0.1 0.27
H -0.49607 5.33012 -2.29083 0.0 0.0 0.0 0.29
H 1.23516 4.99386 -2.10762 -0.1 -0.1 0.3 0.22
H 0.55112 2.75111 -1.69800 0.0 0.1 -0.1 0.21
C -2.71265 0.33437 3.90251 0.1 -0.4 -0.1 -0.46
O -1.55857 -0.49846 3.90876 0.1 0.2 0.0 -0.63
H -2.49362 1.29892 3.43681 -0.1 0.1 0.0 0.09
H -3.53117 -0.16299 3.37207 -0.1 0.1 -0.1 0.15
H -3.03328 0.48854 4.92962 0.1 0.0 0.0 0.37
H -1.30268 -0.62988 2.98098 -0.3 -0.2 0.5 0.09
C -3.38090 -3.56562 1.79133 0.7 0.2 0.9 -0.77
O -3.35267 -2.32317 1.12432 -0.3 0.4 -0.7 -0.55
H -2.89066 -4.38425 1.25514 -0.1 0.1 -0.3 0.23
H -2.85332 -3.43769 2.74935 -0.2 -0.3 0.0 0.32
H -4.40910 -3.83913 2.00844 -0.1 0.0 -0.1 0.28
H -2.47295 -1.91705 1.16387 -0.4 -0.5 0.3 0.40
C 0.96920 -3.63926 2.14878 0.7 0.5 0.5 -0.21
O 1.23530 -2.43857 2.81810 -0.1 -0.4 -0.2 -0.44
H -0.11077 -3.76012 1.97836 -0.1 -0.1 -0.3 0.11
H 1.52214 -3.64236 1.19211 -0.2 -0.1 -0.3 0.08
H 1.37725 -4.44341 2.75528 -0.3 -0.1 0.0 0.36
H 1.00824 -1.69188 2.23633 0.1 0.2 0.1 0.42